Below is a single C6H6F2N2O molecule at a distorted geometry, with properties calculated with wB97M-V/def2-TZVPD.

Summary:
Orbital gap, Ha: 0.33727
Energy above the lowest of the compared OMol25 structures with the same formula, charge and spin, kcal/mol: 0.2
SMILES: Cn1ccnc1C(=O)C(F)F
Charge: 0
Total energy, eV: -16780.5516
HOMO, eV: -9.4

Last column: Mulliken charge in e.
Atoms and positions in Å:
1 C -0.696 1.264 -1.061  -0.86
2 N -0.458 0.110 -0.268  0.16
3 C -1.420 -0.857 -0.029  -0.19
4 C -0.763 -1.955 0.464  -0.53
5 N 0.468 -1.725 0.582  -0.46
6 C 0.731 -0.535 0.139  0.10
7 C 2.126 -0.046 -0.044  0.36
8 O 2.441 0.950 -0.672  -0.56
9 C 3.196 -1.016 0.473  0.51
10 F 3.387 -0.985 1.828  -0.28
11 F 4.381 -0.709 -0.029  -0.26
12 H -1.553 1.252 -1.838  0.30
13 H -1.019 2.105 -0.493  0.33
14 H 0.117 1.545 -1.677  0.36
15 H -2.462 -0.686 -0.437  0.34
16 H -1.192 -2.880 0.574  0.48
17 H 2.776 -2.100 0.212  0.21